P | 19
Properties=species:S:1:pos:R:3:mulliken_charge:R:1 method="wB97M-V/def2-TZVPD" homo_ev=-9.686 total_charge=0 molar_mass_g_mol=117.15 spin_multiplicity=1 smiles="CCC=O.NCC=O" gap_ev=10.476
C 0.4250 1.6706 -2.2627 -1.352
C 0.4768 1.0597 -0.8747 0.098
C 0.1000 2.0582 0.1918 -0.069
O -0.8405 1.9281 0.9315 -0.455
H -0.5713 2.0158 -2.5437 0.340
H 0.6980 0.9472 -3.0307 0.361
H 1.1107 2.5193 -2.3402 0.344
H -0.1588 0.1735 -0.7971 0.152
H 1.4969 0.7549 -0.5958 0.326
H 0.7940 2.9204 0.2962 0.318
N -1.0487 -1.7620 0.0764 -0.580
C -0.1290 -2.2184 1.1557 -0.462
C 0.1389 -1.1393 2.1808 0.230
O 0.0871 -1.2988 3.3672 -0.491
H -1.3555 -2.5929 -0.4176 0.235
H -1.9004 -1.4366 0.5262 0.217
H 0.8300 -2.3977 0.6653 0.271
H -0.5876 -3.0319 1.7240 0.355
H 0.4344 -0.1699 1.7475 0.164


Q | 19
Properties=species:S:1:pos:R:3:mulliken_charge:R:1 method="wB97M-V/def2-TZVPD" homo_ev="-7.231 / -7.658" total_charge=0 molar_mass_g_mol=117.15 spin_multiplicity=1 gap_ev="7.396 / 8.278"
C -0.5259 -0.4544 0.1243 0.131
C -2.5217 0.2262 1.1106 -1.101
C -0.9058 -0.4930 -1.3163 -1.100
N -0.1766 0.5781 0.8573 -0.375
C 1.8349 -0.4531 -0.0218 0.442
C 2.6823 0.4172 -0.5578 -0.962
O -0.1799 1.7532 0.1601 -0.365
O 2.1370 -1.6374 0.5604 -0.470
H 0.1610 2.3887 0.8032 0.389
H 3.0992 -1.7332 0.6888 0.306
H -0.4785 -1.3784 0.6815 0.472
H -2.9661 -0.7546 0.9813 0.385
H -2.3971 0.5376 2.1390 0.354
H -2.8512 0.9930 0.4211 0.328
H -0.8747 0.4951 -1.7673 0.335
H -0.2059 -1.1460 -1.8396 0.356
H -1.9108 -0.9075 -1.4177 0.355
H 2.3277 1.3605 -0.9514 0.272
H 3.7522 0.2080 -0.6557 0.250


So which one wins? Going from most stable to least: P, Q.


P | 19
Properties=species:S:1:pos:R:3:mulliken_charge:R:1 method="wB97M-V/def2-TZVPD" homo_ev=-10.011 total_charge=0 molar_mass_g_mol=117.15 spin_multiplicity=1 smiles="[H]/N=C/[C@H](O)[C@H](O)CC" gap_ev=10.855
H -1.9981 1.5402 1.9838 0.278
N -1.0196 1.5580 1.6752 -0.683
C -0.5912 0.3491 1.4667 -0.134
C 0.8504 0.1536 1.0268 0.097
O 1.4084 1.3897 0.5920 -0.593
C 0.9362 -0.8875 -0.0884 -0.221
O 2.2856 -0.9498 -0.5368 -0.578
C 0.0376 -0.5748 -1.3733 -0.407
C -1.4399 -0.2456 -1.2810 -1.161
H -1.1795 -0.5432 1.7308 0.476
H 1.4255 -0.1915 1.8939 0.268
H 0.8589 2.0679 1.0518 0.349
H 0.6520 -1.8778 0.2797 0.407
H 2.5706 -0.0109 -0.6007 0.404
H 0.1222 -1.4889 -1.9780 0.333
H 0.5442 0.1870 -1.9770 0.185
H -1.5881 0.8048 -1.0150 0.313
H -1.9132 -0.3674 -2.2611 0.391
H -1.9620 -0.9129 -0.5895 0.278


Q | 19
Properties=species:S:1:pos:R:3:mulliken_charge:R:1 method="wB97M-V/def2-TZVPD" homo_ev=-8.400 total_charge=0 molar_mass_g_mol=117.15 spin_multiplicity=1 smiles="C=C(N)CCC=O.O" gap_ev=8.968
C -0.5630 1.3388 -1.5279 -1.178
C 0.0618 0.4228 -0.8089 0.738
N 1.4121 0.6231 -0.4517 -0.522
C -0.6716 -0.8706 -0.1544 -0.922
C 0.1278 -2.1730 -0.0183 -0.425
C 0.9206 -2.1625 1.2228 -0.124
O 2.0322 -2.6410 1.2627 -0.464
H -0.2228 2.3068 -1.7558 0.352
H -1.6490 1.2855 -1.5706 0.327
H 1.6158 1.6256 -0.3205 0.230
H 1.9372 0.0698 0.2236 0.199
H -1.5546 -0.8755 -0.7465 0.370
H -0.8938 -0.6415 0.7813 0.423
H 0.9689 -2.3080 -0.8296 0.234
H -0.4189 -3.0760 -0.1195 0.441
H 0.3862 -1.8541 2.1669 0.316
O -1.1804 3.2027 0.6632 -0.637
H -1.6644 2.3623 0.5766 0.343
H -0.6438 3.3648 1.4066 0.298


So which one wins? Going from most stable to least: P, Q.


P | 19
Properties=species:S:1:pos:R:3:mulliken_charge:R:1 method="wB97M-V/def2-TZVPD" homo_ev=-9.094 total_charge=0 molar_mass_g_mol=117.15 spin_multiplicity=1 gap_ev=4.894
C -0.0974 -0.8659 1.5892 -1.398
C -0.5871 -0.3952 0.2213 0.838
N -1.3791 0.7316 0.0568 -0.324
C -4.3106 -0.1813 -0.5550 -0.928
C 0.0232 0.7483 -0.5171 -0.622
C 2.6437 0.0506 -0.5639 0.136
O 2.4481 1.1528 0.0381 -0.622
O 2.1991 -1.0522 -0.3224 -0.555
H -0.8397 -1.5614 1.9928 0.384
H -3.4404 -0.0399 0.0934 0.162
H -0.1285 -0.0656 2.3347 0.340
H -0.7561 -1.2880 -0.3952 0.308
H 0.8743 -1.3214 1.5771 0.321
H -3.8939 -0.5138 -1.5092 0.243
H -4.6517 0.8527 -0.5278 0.291
H -5.0198 -0.9507 -0.2793 0.299
H 0.5574 1.5759 -0.0226 0.312
H 0.0780 0.7864 -1.5991 0.401
H 3.2286 0.2640 -1.4954 0.415


Q | 19
Properties=species:S:1:pos:R:3:mulliken_charge:R:1 method="wB97M-V/def2-TZVPD" homo_ev=-8.860 total_charge=0 molar_mass_g_mol=117.15 spin_multiplicity=1 gap_ev=9.527
C 0.5312 0.8662 -0.7681 0.190
C -2.0633 -0.0273 -0.4859 -0.847
C 1.7447 0.0298 -1.0443 -1.045
C 0.4913 -1.0077 2.0290 -1.181
C -0.4950 -0.1231 1.2986 0.741
O -0.8837 0.9426 1.8260 -0.634
O -0.1124 1.3502 -1.8356 -0.486
N -0.7527 -0.4114 0.0109 -0.272
H -0.2479 0.6481 -2.4911 0.365
H 0.7137 1.6864 -0.0721 0.351
H -2.1368 -0.2798 -1.5461 0.266
H -2.8284 -0.5546 0.0879 0.353
H -2.2843 1.0393 -0.3606 0.340
H 2.4618 0.6330 -1.6079 0.365
H 2.2076 -0.2642 -0.1069 0.248
H 1.4875 -0.8422 -1.6427 0.331
H 0.3599 -2.0480 1.7363 0.329
H 1.5131 -0.6716 1.8717 0.237
H 0.2937 -0.9658 3.1009 0.348


R | 19
Properties=species:S:1:pos:R:3:mulliken_charge:R:1 method="wB97M-V/def2-TZVPD" homo_ev=-8.930 total_charge=0 molar_mass_g_mol=117.15 spin_multiplicity=1 smiles="CC[C@@H](C=O)NCO" gap_ev=9.879
C 1.5275 1.7233 0.9919 -1.242
C 0.7602 1.3497 -0.2591 -0.737
C 0.2320 -0.0710 -0.1397 0.148
C -0.4747 -0.0827 1.2488 -0.116
O -0.3231 -0.9243 2.0862 -0.480
N -0.5052 -0.4492 -1.3617 -0.397
C -0.9637 -1.8562 -1.3873 -0.275
O -1.7433 -1.9874 -0.1993 -0.511
H 2.0929 0.9262 1.5256 0.345
H 0.9108 2.1495 1.8044 0.337
H 2.3089 2.4501 0.7328 0.344
H 1.2298 1.4252 -1.2424 0.456
H 0.0638 2.1971 -0.4366 0.331
H 1.1466 -0.6848 -0.0237 0.262
H -1.1189 0.8199 1.4518 0.364
H -1.2398 0.2296 -1.5037 0.292
H -1.6768 -2.0656 -2.1891 0.305
H -0.0331 -2.3990 -1.2726 0.306
H -2.1938 -2.7503 0.1736 0.266


So which one wins? Going from most stable to least: R, Q, P.


P | 19
Properties=species:S:1:pos:R:3:mulliken_charge:R:1 method="wB97M-V/def2-TZVPD" homo_ev=-9.259 total_charge=0 molar_mass_g_mol=117.15 spin_multiplicity=1 gap_ev=9.955
H -0.3403 -2.6337 0.5253 0.272
N -0.9660 -2.6828 -0.2782 -0.704
C -1.3325 -1.5836 -0.7482 -0.072
C -1.0586 -0.0953 -0.2886 0.130
O -1.3680 0.7951 -1.3182 -0.592
C 0.3734 -0.0239 0.2431 0.186
C 0.4374 -0.2170 1.7530 -1.522
C 1.0187 1.3866 -0.1504 -0.776
O 1.2805 1.3547 -1.5472 -0.549
H -1.9884 -1.6207 -1.6170 0.383
H -1.7776 0.1156 0.5153 0.305
H -0.6011 0.8423 -1.9144 0.384
H 1.0055 -0.7559 -0.2705 0.354
H 1.4669 -0.1701 2.1024 0.400
H -0.1266 0.5626 2.2623 0.370
H 0.0328 -1.1829 2.0466 0.393
H 0.3315 2.2052 0.0968 0.309
H 1.9546 1.5075 0.4097 0.422
H 1.6579 2.1963 -1.8217 0.307


Q | 19
Properties=species:S:1:pos:R:3:mulliken_charge:R:1 method="wB97M-V/def2-TZVPD" homo_ev=-9.498 total_charge=0 molar_mass_g_mol=117.15 spin_multiplicity=1 smiles="CCC(=O)NCCO" gap_ev=10.139
C -1.9441 -0.9864 -2.0235 -1.137
C -0.9753 -0.7006 -0.8539 -0.337
C -0.9064 0.7994 -0.4506 0.493
O -1.8172 1.5478 -0.7206 -0.629
N 0.2671 1.2809 0.1238 -0.114
C 1.4513 0.4455 0.3089 -0.453
C 1.7004 0.3890 1.7907 -0.629
O 0.5972 -0.1962 2.5117 -0.497
H -2.1038 -2.0596 -1.9234 0.329
H -2.8180 -0.3431 -2.0375 0.288
H -1.5623 -1.0412 -3.0683 0.300
H -1.1448 -1.4777 -0.1027 0.367
H 0.0374 -0.8565 -1.2173 0.236
H 0.1223 2.1484 0.6147 0.233
H 2.2624 1.1066 -0.1534 0.198
H 1.6082 -0.5496 -0.1229 0.338
H 1.6422 1.4424 2.1726 0.223
H 2.6121 0.0454 2.2598 0.477
H 0.9710 -0.9945 2.8921 0.314


R | 19
Properties=species:S:1:pos:R:3:mulliken_charge:R:1 method="wB97M-V/def2-TZVPD" homo_ev=-9.926 total_charge=0 molar_mass_g_mol=117.15 spin_multiplicity=1 smiles="NC(=O)CCCCO" gap_ev=10.591
N -3.2131 0.4465 -0.4904 -0.345
C -2.4119 0.7563 0.5297 0.387
O -2.5702 1.7280 1.2317 -0.601
C -1.1595 -0.1964 0.8055 -0.800
C 0.1072 0.0513 -0.1423 -0.242
C 1.4812 -0.3189 0.5372 -0.802
C 2.6776 -0.2290 -0.3267 -0.409
O 2.6493 -0.9720 -1.5402 -0.452
H -2.9408 -0.3357 -1.0413 0.199
H -4.0563 0.9364 -0.6424 0.224
H -1.1991 -1.3058 0.4836 0.338
H -0.8634 -0.0033 1.7690 0.449
H 0.0182 -0.3856 -1.2553 0.217
H 0.2282 1.2107 -0.1681 0.230
H 1.3488 -1.2645 0.9026 0.437
H 1.5511 0.3217 1.4267 0.366
H 3.6968 -0.3219 0.2216 0.308
H 2.8828 0.9320 -0.6080 0.208
H 1.7731 -1.0498 -1.6929 0.288


So which one wins? Going from most stable to least: P, Q, R.


P | 19
Properties=species:S:1:pos:R:3:mulliken_charge:R:1 method="wB97M-V/def2-TZVPD" homo_ev=-8.923 total_charge=0 molar_mass_g_mol=117.15 spin_multiplicity=1 smiles="CCN[C@H](C)C(=O)O" gap_ev=9.612
C 2.8793 0.5251 -0.7419 -0.985
C 2.1505 -0.6866 -0.1400 -0.501
N 0.6927 -0.4577 -0.6076 -0.381
C -0.1675 -0.0044 0.5152 0.528
C -0.6634 -1.1518 1.4869 -1.258
C -1.4606 0.4333 -0.1211 0.132
O -1.9162 -0.1714 -1.0761 -0.549
O -2.0191 1.5029 0.5256 -0.454
H 3.2870 0.3251 -1.7742 0.286
H 3.7316 0.8252 -0.1677 0.350
H 2.2740 1.4588 -0.8224 0.269
H 2.5047 -1.5685 -0.6232 0.401
H 2.2879 -0.7799 0.9765 0.228
H 0.3474 -1.1695 -1.0678 0.216
H 0.3598 0.9030 0.9095 0.352
H -1.7116 -0.9753 1.8187 0.398
H -0.4589 -2.1968 1.0509 0.276
H -0.1565 -1.2150 2.4723 0.325
H -2.2616 2.2519 -0.1100 0.367


Q | 19
Properties=species:S:1:pos:R:3:mulliken_charge:R:1 method="wB97M-V/def2-TZVPD" homo_ev=-9.330 total_charge=0 molar_mass_g_mol=117.15 spin_multiplicity=1 smiles=C[C@@H](O)[C@@]1(CN)CO1 gap_ev=10.172
C -0.9748 -1.7715 0.3658 -1.072
C -1.0076 -0.3536 -0.3722 -0.381
O -2.3075 0.0610 -0.1381 -0.586
C -0.0126 0.5853 0.0339 1.691
C 1.3866 0.2568 -0.5021 -0.803
N 2.2365 -0.6963 0.3274 -0.545
C -0.4173 2.0101 -0.1595 -1.009
O -0.2115 1.1806 1.1869 -0.623
H -0.2511 -2.4008 -0.3640 0.296
H -0.7277 -1.6289 1.5103 0.225
H -1.9972 -2.1348 0.3013 0.435
H -1.1471 -0.6315 -1.5419 0.312
H -2.2720 0.1017 0.9090 0.418
H 1.4923 -0.0966 -1.5808 0.385
H 1.6313 1.3409 -0.6938 0.207
H 3.1497 -0.8377 -0.1732 0.254
H 2.3444 -0.1853 1.2916 0.275
H -1.4181 2.5294 -0.1157 0.264
H 0.5039 2.6712 -0.2852 0.256


So which one wins? Going from most stable to least: P, Q.


P | 18
Properties=species:S:1:pos:R:3:mulliken_charge:R:1 method="wB97M-V/def2-TZVPD" homo_ev=-3.379 total_charge=-1 molar_mass_g_mol=124.12 spin_multiplicity=1 gap_ev=6.926
O -0.3204 0.7455 -2.0452 -0.573
C 0.5418 0.5123 -1.3005 0.563
N 0.3982 0.8288 0.0333 0.029
C -0.9064 1.2066 0.5210 -0.692
O -1.1433 0.8806 1.7816 -0.892
C 1.8637 0.0213 -1.9503 -0.819
H 1.1274 0.6385 0.7151 0.264
H -1.6830 0.8414 -0.0411 0.378
H -1.1198 2.4065 0.3961 0.131
H 1.4766 -0.6087 -2.7491 0.234
H 2.3333 0.9490 -2.2840 0.255
H 2.3592 -0.5033 -1.0921 0.268
H 1.7556 -1.0700 0.9823 0.265
H 0.9852 -2.4279 0.6014 0.331
O 1.8624 -1.9918 0.6940 -0.692
H -2.0853 -0.4393 1.6874 0.413
H -1.5969 -1.6380 1.0670 0.253
O -2.3155 -1.4332 1.6775 -0.715


Q | 18
Properties=species:S:1:pos:R:3:mulliken_charge:R:1 method="wB97M-V/def2-TZVPD" homo_ev=-4.766 total_charge=-1 molar_mass_g_mol=124.12 spin_multiplicity=1 gap_ev=8.697
C -0.4684 -0.3889 1.8177 -0.633
C 0.5768 -1.1095 0.9447 -0.457
C 0.1450 -1.1999 -0.5375 0.394
O 0.1494 -0.1475 -1.2213 -0.711
O -0.1220 -2.3689 -0.9264 -0.762
N -0.5270 1.0989 1.6529 -0.765
H -1.4514 -0.8421 1.7343 0.359
H -0.0561 -0.5732 2.8132 0.318
H 1.6062 -0.8170 1.2044 0.375
H 0.6709 -2.1634 1.2448 0.285
H -0.7709 1.2344 0.6644 0.356
H 0.4784 1.2937 1.5834 0.308
H 1.5610 1.6015 -1.7507 0.343
H 2.3126 0.5030 -1.7340 0.330
O 2.5050 1.4395 -1.6496 -0.670
H -2.6167 0.4829 -2.4880 0.315
H -1.8121 0.7224 -1.3102 0.250
O -2.1807 1.2342 -2.0422 -0.633


So which one wins? Going from most stable to least: Q, P.